Record 1
Entry from the Open Molecules 2025 dataset: C5H9NO as an isolated structure (ωB97M-V with the def2-TZVPD basis set).

Output
Frontier orbital gap (spin up / spin down): 0.2733 / 0.2733 Ha
ΔE to the lowest compared entry with this formula, charge and spin: 148.9 kcal per mole
E_HOMO (spin up / spin down): -7.3 / -7.3 eV

```
! wB97M-V def2-TZVPD RIJCOSX def2/J DEFGRID3
* xyz 0 1
N 2.73134 0.58350 0.37542
C 1.51193 0.33137 0.14826
C 0.84220 -0.90852 -0.02017
C -0.52973 -1.19084 0.53413
C -1.34251 -0.44304 -0.54045
C -0.62870 1.40047 -0.03085
O 0.66212 1.48329 -0.21004
H 2.93583 1.56640 0.19336
H -0.33762 -0.15373 -1.16279
H 1.51990 -1.73224 -0.21975
H -0.72247 -0.82421 1.55222
H -0.73952 -2.26327 0.54453
H -1.56341 -1.19002 -1.31848
H -2.32358 0.02080 -0.35227
H -1.00086 1.24057 0.98307
H -1.20562 2.06534 -0.67055
*
```

Record 2
Entry from the Open Molecules 2025 dataset: a 2-piece molecular cluster, C6H9O2 overall (ωB97M-V with the def2-TZVPD basis set).

Output
Frontier orbital gap: 0.1908 Ha
ΔE to the lowest compared entry with this formula, charge and spin: 152.2 kcal per mole
E_HOMO: -3.5 eV

```
! wB97M-V def2-TZVPD RIJCOSX def2/J DEFGRID3
* xyz -1 1
O -2.48903 -0.30271 1.31768
C -1.60591 0.56652 1.19196
O -1.04077 1.26262 2.05852
C -1.00915 0.71442 -0.25118
C 0.45706 0.48366 -0.22876
C 1.17072 0.13919 -1.49182
C 2.29630 -1.98757 -1.22608
C 2.41353 -0.68414 -1.24052
H -1.21995 1.75635 -0.51049
H -1.62871 0.09918 -0.90518
H 0.58385 -0.60475 0.37171
H 0.90702 1.23196 0.42482
H 0.44038 -0.51994 -1.99879
H 1.31955 1.01230 -2.12873
H 3.00580 -2.75256 -0.93373
H 1.28861 -2.44549 -1.40779
H 0.38863 -1.44418 0.53110
*
```

Record 3
Entry from the Open Molecules 2025 dataset: one molecule with the formula C5H7N3 (ωB97M-V with the def2-TZVPD basis set).

Output
Frontier orbital gap: 0.3201 Ha
ΔE to the lowest compared entry with this formula, charge and spin: 170.4 kcal per mole
SMILES: N#C/C=N\N1CCC1
E_HOMO: -8.5 eV

```
! wB97M-V def2-TZVPD RIJCOSX def2/J DEFGRID3
* xyz 0 1
N 0.64050 -2.23215 0.71809
C -0.44749 -1.95528 0.04470
C -1.32630 -1.32324 -1.03770
N -0.89943 -0.00126 -1.14503
N -0.02973 0.61174 -0.41098
C 0.46909 0.26836 0.82156
C 1.10729 1.75584 1.01001
C 0.27021 2.04444 -0.34309
H -2.09716 -1.90342 -1.35210
H 1.39892 -0.52886 0.97723
H -0.42964 -0.02819 1.60565
H 0.64854 2.14806 1.92255
H 2.13013 1.83214 0.87181
H 0.64192 2.47545 -1.15169
H -0.70880 2.61585 0.01912
*
```

Record 4
Entry from the Open Molecules 2025 dataset: a 2-piece molecular cluster, C6H16OSi overall (ωB97M-V with the def2-TZVPD basis set).

Output
Frontier orbital gap (spin up / spin down): 0.2685 / 0.3849 Ha
⟨S²⟩: 2.0066
E_HOMO (spin up / spin down): -6.3 / -10.6 eV

```
! wB97M-V def2-TZVPD RIJCOSX def2/J DEFGRID3
* xyz 0 3
C -3.31246 1.39232 0.74471
C -2.26876 -1.14423 -0.77939
C 2.22422 0.70181 0.53314
C 2.62348 -1.61940 -1.54109
C -1.92647 0.94181 1.25439
C -1.01904 0.73853 0.15903
O -1.35616 -0.16134 -0.80146
Si 3.42720 -0.77385 -0.09749
H -3.32644 2.35362 0.12075
H -3.59609 0.54194 0.04216
H -4.10569 1.45624 1.52454
H -2.96656 -1.31530 0.06384
H 3.59634 -1.81598 0.88881
H -2.14667 -1.48965 -1.79045
H 2.23803 0.65121 1.68733
H 2.65363 1.66936 0.33244
H 1.21008 0.55423 0.21057
H 2.10607 -2.55682 -1.33241
H 1.93389 -0.97322 -2.19241
H 3.25712 -2.02083 -2.28948
H -1.48516 1.64236 1.96919
H -2.04514 -0.01192 1.78187
H -0.44454 1.57778 -0.16022
H 4.72911 -0.33867 -0.32837
*
```

Record 5
Entry from the Open Molecules 2025 dataset: BF4H2OSn as an isolated structure (ωB97M-V with the def2-TZVPD basis set).

Output
Frontier orbital gap: 0.1782 Ha
ΔE to the lowest compared entry with this formula, charge and spin: 51.2 kcal per mole
E_HOMO: -14.3 eV

```
! wB97M-V def2-TZVPD RIJCOSX def2/J DEFGRID3
* xyz 1 1
Sn 4.52116 -14.98008 7.62874
B 3.15060 -17.11324 10.68190
F 3.41897 -17.08408 9.28828
F 3.81319 -18.08909 11.33713
F 3.39922 -15.80712 11.19461
F 1.75023 -17.23206 10.85414
O 1.67892 -14.68531 8.44844
H 0.95930 -14.09081 8.66045
H 1.25054 -15.51459 8.23629
*
```

Record 6
Entry from the Open Molecules 2025 dataset: C26H42Cl3FeN4O4Si as an isolated structure (ωB97M-V with the def2-TZVPD basis set).

Output
Frontier orbital gap (spin up / spin down): 0.3315 / 0.2049 Ha
ΔE to the lowest compared entry with this formula, charge and spin: 98.9 kcal per mole
⟨S²⟩: 8.7666
E_HOMO (spin up / spin down): -8.8 / -8.8 eV

```
! wB97M-V def2-TZVPD RIJCOSX def2/J DEFGRID3
* xyz 0 6
C 2.92883 -2.56283 -2.69003
C 2.46142 -1.79021 -3.88497
H 2.51892 -3.58127 -2.69887
H 2.63029 -2.04981 -1.76777
H 4.02834 -2.61233 -2.68035
C 2.30892 -2.33610 -5.10539
C 2.49372 -3.77819 -5.40995
H 2.09784 -1.72612 -5.98434
H 1.95366 -4.43443 -4.71963
H 3.54411 -4.09099 -5.39708
H 2.12564 -3.99945 -6.41613
Fe 1.54631 0.17037 0.52487
Cl 3.51318 0.79933 -0.02838
Cl 0.68987 -1.38139 1.80461
C -0.22745 4.00241 2.95223
O -1.05292 3.72674 3.82320
N -0.53626 4.18461 1.64185
C -1.92552 4.26100 1.22988
C 0.47987 4.55649 0.66856
H 0.86017 4.12411 3.15777
H -2.53551 3.75350 1.97706
H -2.05400 3.79778 0.24477
H -2.24598 5.30977 1.16488
H 1.47549 4.35026 1.08787
H 0.40937 5.63127 0.43671
H 0.34383 3.99918 -0.27181
H 0.48662 -3.99967 2.27017
H -1.47017 -3.43166 0.57581
C -0.33781 -4.63677 2.62580
C -2.22850 -3.63303 1.33800
N -1.59387 -3.90013 2.61397
H -0.12610 -4.96929 3.65232
C -2.19740 -3.52454 3.77268
O -3.16693 -2.76924 3.84708
H -2.89340 -2.77178 1.43087
H -1.70280 -3.96863 4.67017
H -0.40980 -5.50884 1.96242
H -2.82079 -4.50078 1.01273
O 1.37280 -0.24723 -2.46188
C 2.22064 -0.30399 -3.61509
C 0.60567 0.11823 -5.50837
C 1.72318 0.54568 -4.79601
H 0.16587 -0.85514 -5.28129
C 0.08492 0.91280 -6.53671
H 3.21150 0.10494 -3.34022
C 2.40404 1.70794 -5.20522
H -0.82161 0.60243 -7.04476
C 0.73011 2.08558 -6.91368
C 1.89279 2.48116 -6.25085
H 3.34201 1.96349 -4.69989
H 0.32293 2.72011 -7.69558
H 2.43500 3.38092 -6.54078
Si -0.37402 -0.17652 -2.24056
Cl -0.76298 -2.22810 -2.05672
C -1.86154 -0.19201 -3.49461
C -0.28752 1.76517 -2.83769
C -0.53605 0.74851 -0.55932
H -2.02159 0.69281 -4.11223
H -2.74629 -0.25749 -2.85561
H -1.88444 -1.05002 -4.17271
H -0.60518 0.19997 0.39827
H -1.55849 1.14339 -0.70616
H 0.06451 1.67387 -0.41706
H -0.44520 1.86702 -3.91824
H 0.70038 2.18637 -2.60763
H -1.05565 2.37884 -2.34186
N -2.38836 0.03974 9.13788
C -2.13555 0.99964 8.20177
O -2.63301 2.11612 8.27846
C -1.23095 0.58100 7.07245
C -0.97446 -0.75516 6.71640
C -0.11365 -0.99705 5.62394
N 0.50410 -0.02382 4.95519
C 0.21032 1.23625 5.25288
C -0.65664 1.59028 6.29225
H -2.94751 0.29099 9.93721
H -1.81967 -0.78431 9.21277
H -1.39126 -1.60907 7.26037
H 0.06678 -2.02065 5.29255
H 0.69241 2.01820 4.67888
H -0.86954 2.63973 6.46793
*
```